Run w
A molecular structure, C2H4N3. Source: the OMol25 dataset; level of theory: the ωB97M-V functional and the def2-TZVPD basis.

The geometry in ORCA input format:
```
! wB97M-V def2-TZVPD RIJCOSX def2/J DEFGRID3
* xyz 1 1
C -1.57792 0.15970 0.04567
C 2.11728 -0.26971 -0.03962
N -2.54275 -0.47143 -0.12360
N 0.89729 -0.35378 0.24869
N -0.50593 0.77828 0.12592
H 2.69163 0.53908 -0.48404
H 2.65028 -1.18510 0.21677
H -3.38734 -0.94393 0.12326
H -0.34254 1.74690 -0.11306
*
```

The HOMO energy is -0.58269 hartree. The value obtained for the gap between HOMO and LUMO is 9.8 eV. Its LUMO energy is -6.0540 eV.

Here are the natural (NBO) charges for atoms 1 to 4, given in e: 0.743, -0.078, -0.485, -0.113

=====

Run x
A molecular structure, C2H4N3. Source: the OMol25 dataset; level of theory: the ωB97M-V functional and the def2-TZVPD basis.

The geometry in ORCA input format:
```
! wB97M-V def2-TZVPD RIJCOSX def2/J DEFGRID3
* xyz 1 1
C 0.08563 -0.00678 -0.01643
C -2.19036 0.07444 -0.04791
N -0.80176 0.97620 0.05105
N -1.25086 -0.86416 -0.06577
N 1.56755 -0.03184 -0.05467
H -0.49631 1.90800 -0.01988
H -1.13578 -1.82344 0.02805
H 2.05563 -1.04382 -0.02874
H 2.16626 0.81141 0.15430
*
```

The HOMO energy is -0.59073 hartree. The value obtained for the gap between HOMO and LUMO is 10.2 eV. Its LUMO energy is -5.8996 eV.

Here are the natural (NBO) charges for atoms 1 to 4, given in e: 0.689, 0.504, -0.605, -0.598

=====

Run y
2 unconnected molecules or ions with the total composition C2H4N3. Source: the OMol25 dataset; level of theory: the ωB97M-V functional and the def2-TZVPD basis.

The geometry in ORCA input format:
```
! wB97M-V def2-TZVPD RIJCOSX def2/J DEFGRID3
* xyz 1 1
C 1.84458 -0.27396 0.26434
C -1.97058 0.12200 -0.02585
N 2.87987 -0.58768 -0.13014
N -1.65392 -1.34852 0.00627
N -0.75146 -0.54561 -0.06177
H -2.33946 0.28556 -1.00265
H -2.30656 0.54325 0.97672
H 3.65762 -0.90650 -0.60599
H 0.62821 -0.30990 0.29975
*
```

The HOMO energy is -0.57573 hartree. The value obtained for the gap between HOMO and LUMO is 10.8 eV. Its LUMO energy is -4.8285 eV.

Here are the natural (NBO) charges for atoms 1 to 4, given in e: 0.446, -0.178, -0.439, 0.103

=====

What should be chosen as the least stable of them? Choose run x.